Computed, not measured: C2H3NO3 as an isolated structure at a distorted geometry, with wB97M-V/def2-TZVPD.

XYZ file:
```
9
Properties=species:S:1:pos:R:3:mulliken_charge:R:1
C -0.106 -0.133 -0.493 0.640
C 1.260 0.374 -0.747 0.218
H -2.046 -1.135 0.483 0.426
H 0.348 0.543 1.274 0.356
H 1.474 0.771 0.339 0.040
N -0.271 -0.431 0.850 -0.243
O -1.612 -0.195 1.267 -0.436
O -1.015 -0.497 -1.261 -0.584
O 1.968 0.704 -1.713 -0.417
```

Energy relative to the best compared isomer or geometry (same formula, charge and spin) in kcal per mole: 149.3
Strongest force on any atom in hartree/bohr: 0.1372
Highest occupied orbital energy in eV: -10.56
LUMO energy in eV: -1.59
Calculated total energy in eV: -9749.6142

Computed, not measured: a 5-piece molecular cluster, C36H72FN3O13 overall at a distorted geometry, with wB97M-V/def2-TZVPD.

XYZ file:
```
125
Properties=species:S:1:pos:R:3:mulliken_charge:R:1
C -0.254 7.689 -0.233 -1.227
C -1.521 7.071 -0.816 -0.693
C -1.669 5.587 -0.477 -0.016
C -1.634 5.266 1.018 -0.758
C -2.107 3.848 1.380 -1.001
N -3.549 3.688 1.330 0.019
C -4.245 4.205 2.474 -0.755
O -3.922 3.448 3.611 -0.328
C -3.565 4.226 4.738 -0.627
C -1.373 2.755 0.558 -0.117
O -1.999 1.525 0.799 -0.592
C -2.291 0.747 -0.351 1.605
C -2.897 -0.550 0.196 -1.314
N -2.049 -1.226 1.162 -0.263
C -2.046 -2.681 1.087 -0.929
C -3.371 1.442 -1.182 -0.821
O -3.464 0.929 -2.520 -0.356
C -3.117 1.867 -3.458 0.971
C -4.050 1.928 -4.638 -1.497
O -2.144 2.584 -3.366 -0.483
C -0.980 0.463 -1.127 -0.483
C -1.001 -0.696 -2.108 -1.019
O -1.080 -1.857 -1.756 -0.586
N -0.845 -0.336 -3.499 0.509
C 0.590 -0.530 -3.840 -1.119
C -1.699 -1.166 -4.340 -1.050
C 0.116 2.721 1.021 0.280
C 1.119 3.139 -0.057 -1.628
F 0.459 1.478 1.534 -0.411
H -0.167 7.496 0.833 0.321
H -0.290 8.768 -0.375 0.408
H 0.643 7.324 -0.728 0.280
H -2.404 7.607 -0.467 0.380
H -1.465 7.142 -1.902 0.400
H -0.830 5.068 -0.949 0.013
H -2.563 5.154 -0.929 0.173
H -2.310 5.964 1.523 0.357
H -0.648 5.459 1.440 0.530
H -1.805 3.659 2.411 0.553
H -3.952 4.023 0.467 0.316
H -5.319 4.103 2.286 0.406
H -4.065 5.275 2.659 0.407
H -3.040 3.595 5.449 0.138
H -4.463 4.602 5.232 0.313
H -2.901 5.053 4.475 0.315
H -1.366 3.053 -0.489 0.283
H -3.191 -1.185 -0.641 0.300
H -3.810 -0.233 0.713 0.643
H -1.115 -0.852 1.148 0.369
H -2.719 -3.049 0.315 0.309
H -1.053 -3.042 0.813 0.252
H -2.307 -3.145 2.040 0.314
H -4.325 1.257 -0.691 0.410
H -3.248 2.521 -1.223 0.385
H -3.516 1.500 -5.486 0.304
H -4.294 2.959 -4.866 0.418
H -4.954 1.347 -4.484 0.332
H -0.622 1.342 -1.657 0.043
H -0.233 0.204 -0.378 1.185
H 1.106 0.425 -3.861 0.304
H 0.698 -1.047 -4.789 0.440
H 1.115 -1.135 -3.098 0.350
H -1.465 -2.234 -4.306 0.275
H -1.543 -0.844 -5.370 0.368
H -2.749 -0.993 -4.118 0.323
H 0.232 3.430 1.841 0.602
H 1.625 4.065 0.200 0.287
H 1.854 2.348 -0.190 0.496
H 0.644 3.286 -1.027 0.325
O -1.791 3.431 8.209 -0.544
C -2.135 2.317 8.483 0.816
O -3.265 1.837 7.929 -0.363
C -3.663 0.467 8.020 -0.431
C -4.444 0.188 9.288 -0.979
C -1.384 1.473 9.487 -1.042
H -2.802 -0.194 7.911 0.349
H -4.296 0.300 7.151 0.362
H -3.839 0.358 10.179 0.270
H -4.791 -0.846 9.300 0.356
H -5.308 0.849 9.349 0.312
H -1.748 1.711 10.486 0.279
H -0.331 1.734 9.425 0.303
H -1.467 0.402 9.320 0.321
O 0.403 -2.452 -7.347 -0.536
C 0.293 -3.608 -7.053 0.817
O 0.725 -4.022 -5.848 -0.234
C 0.456 -5.321 -5.321 -0.420
C 1.481 -6.339 -5.775 -1.103
C -0.245 -4.619 -8.041 -1.180
H -0.564 -5.630 -5.554 0.391
H 0.506 -5.201 -4.240 0.377
H 1.464 -6.473 -6.857 0.270
H 1.291 -7.305 -5.306 0.381
H 2.483 -6.009 -5.503 0.304
H 0.573 -4.965 -8.670 0.298
H -0.983 -4.121 -8.663 0.315
H -0.734 -5.476 -7.580 0.348
O 3.607 0.668 -3.905 -0.556
C 4.329 -0.014 -3.232 0.874
O 3.872 -1.198 -2.789 -0.391
C 4.705 -2.169 -2.143 -0.475
C 4.825 -1.924 -0.655 -0.476
C 5.698 0.460 -2.800 -1.112
H 5.679 -2.224 -2.631 0.377
H 4.212 -3.123 -2.322 0.354
H 5.305 -0.968 -0.443 0.258
H 5.411 -2.712 -0.185 0.034
H 3.835 -1.898 -0.198 0.248
H 5.591 1.053 -1.892 0.253
H 6.099 1.092 -3.588 0.321
H 6.411 -0.340 -2.624 0.365
O 7.077 -3.710 0.976 -0.575
C 6.962 -4.834 1.379 0.878
O 5.922 -5.570 0.945 -0.364
C 5.790 -6.970 1.207 -0.430
C 5.120 -7.235 2.539 -0.956
C 7.895 -5.407 2.419 -1.162
H 6.754 -7.472 1.122 0.370
H 5.167 -7.350 0.399 0.314
H 5.714 -6.855 3.371 0.271
H 4.972 -8.305 2.684 0.357
H 4.150 -6.739 2.577 0.304
H 7.529 -5.130 3.407 0.274
H 8.877 -4.964 2.272 0.326
H 8.011 -6.487 2.368 0.340
```

Strongest force on any atom in hartree/bohr: 0.0245
SMILES: CCCC[C@@H](NCOC)[C@H](O[C@@](CNC)(COC(C)=O)CC(=O)N(C)C)[C@H](C)F.CCOC(C)=O.CCOC(C)=O.CCOC(C)=O.CCOC(C)=O
Highest occupied orbital energy in eV: -7.71
LUMO energy in eV: 0.54
Calculated total energy in eV: -72303.3285

Computed, not measured: a 2-piece molecular cluster, C4H12N2O2 overall at a distorted geometry, with wB97M-V/def2-TZVPD.

XYZ file:
```
20
Properties=species:S:1:pos:R:3:mulliken_charge:R:1
C -0.518 1.172 -0.096 0.120
C -0.118 1.287 -1.672 -0.829
C 0.048 -0.048 -2.381 0.034
O -0.484 -1.089 -1.964 -0.490
N 0.763 1.218 0.743 -0.448
C 0.980 0.274 1.928 -0.627
N 0.853 -1.070 1.677 -0.437
H -0.984 0.179 -0.002 -0.093
H -1.006 2.154 0.177 0.262
H -0.892 1.895 -2.376 0.331
H 0.714 1.986 -1.876 0.398
H 0.642 -0.189 -3.287 0.406
H 1.591 0.999 0.138 0.229
H 2.031 0.575 2.217 0.330
H 0.011 0.500 2.599 0.318
H -0.146 -1.384 1.512 0.322
H 1.539 -1.374 1.067 0.205
H -1.663 -3.062 0.820 0.311
H -1.627 -1.945 -0.063 0.311
O -1.735 -2.078 0.837 -0.653
```

Energy relative to the best compared isomer or geometry (same formula, charge and spin) in kcal per mole: 83.8
Strongest force on any atom in hartree/bohr: 0.0798
SMILES: NCNCCC=O.O
Highest occupied orbital energy in eV: -8.27
LUMO energy in eV: 0.65
Calculated total energy in eV: -11415.5828

Computed, not measured: a single C5H6N8O2 molecule at a distorted geometry, with wB97M-V/def2-TZVPD.

XYZ file:
```
21
Properties=species:S:1:pos:R:3:mulliken_charge:R:1
C -2.501 1.864 0.048 -0.200
C -1.409 0.875 0.033 1.070
C 0.097 -1.164 -0.054 0.436
C -1.352 -0.508 0.032 -0.664
C 3.499 -1.090 0.128 -0.746
N -2.096 3.059 -0.121 -0.455
N -0.329 1.742 0.008 -0.020
N 0.329 -2.474 -0.024 -0.259
N 1.646 -2.640 0.005 -0.658
N -0.795 3.098 -0.016 -0.373
N 1.213 -0.474 -0.019 -0.536
N 2.124 -1.407 0.094 0.695
N -2.476 -1.328 0.063 0.977
O -3.533 -0.688 -0.036 -0.685
O -2.464 -2.546 0.169 -0.599
H -3.549 1.490 0.094 0.460
H 3.817 -0.324 -0.719 0.261
H 3.822 -0.563 1.166 0.241
H 3.906 -2.118 0.151 0.344
H -0.491 3.812 -0.654 0.260
H 0.543 1.384 -0.348 0.451
```

Energy relative to the best compared isomer or geometry (same formula, charge and spin) in kcal per mole: 15.5
Strongest force on any atom in hartree/bohr: 0.0952
SMILES: Cn1nnc(/C(=C2/C=NNN2)[N+](=O)[O-])n1
Highest occupied orbital energy in eV: -8.60
LUMO energy in eV: -0.36
Calculated total energy in eV: -21290.8678

Computed, not measured: a 11-piece molecular cluster, C23H64O13S10 overall at a distorted geometry, with wB97M-V/def2-TZVPD.

XYZ file:
```
110
Properties=species:S:1:pos:R:3:mulliken_spin:R:1
C 2.003 1.327 -0.207 0.553
C 0.883 1.524 -1.155 -0.144
O -0.011 0.500 -0.815 0.051
C 0.613 -0.445 -0.044 -0.123
O 0.157 -1.505 0.350 0.006
O 1.858 0.011 0.300 -0.177
H 1.907 2.005 0.641 -0.078
H 3.007 1.445 -0.616 0.085
H 1.106 1.524 -2.223 -0.025
H 0.332 2.456 -1.030 -0.005
C -0.543 1.400 -7.116 0.000
S 0.432 3.094 -7.117 0.000
O -0.690 4.144 -7.449 0.000
C 0.443 3.107 -5.238 0.001
H 0.127 0.574 -6.876 0.000
H -0.793 1.136 -8.143 0.000
H -1.364 1.420 -6.399 0.000
H 1.210 3.802 -4.897 -0.001
H 0.872 2.174 -4.872 0.003
H -0.560 3.160 -4.815 -0.001
C -0.479 0.604 3.156 1.062
S -1.528 2.152 3.286 -0.083
O -1.985 2.528 1.859 0.034
C -2.961 1.485 4.235 -0.030
H -0.941 -0.140 2.507 0.002
H -0.281 0.213 4.154 -0.222
H 0.523 0.933 2.881 -0.024
H -3.490 2.421 4.055 0.047
H -2.785 1.489 5.310 -0.077
H -3.368 0.642 3.676 0.000
C -1.313 -2.968 3.647 0.151
S -3.089 -3.263 3.637 0.132
O -3.313 -4.571 2.935 -0.007
C -3.284 -3.444 5.451 -0.130
H -1.027 -2.341 4.491 -0.111
H -0.973 -2.805 2.624 -0.043
H -0.930 -3.966 3.861 0.025
H -2.326 -3.766 5.859 0.024
H -4.038 -4.206 5.649 0.026
H -3.721 -2.625 6.022 -0.003
C 2.072 5.780 -0.891 0.101
S 2.805 5.618 0.829 -0.166
O 2.378 4.197 1.215 0.072
C 4.594 5.597 0.409 0.081
H 2.648 6.511 -1.458 0.008
H 1.064 6.114 -0.646 -0.004
H 2.142 4.848 -1.453 -0.003
H 5.021 5.435 1.398 0.020
H 4.931 6.581 0.081 -0.023
H 4.894 4.826 -0.301 -0.013
C 0.892 -4.973 -0.897 -0.004
S -0.778 -5.662 -1.468 0.000
O -0.678 -7.195 -1.410 0.000
C -2.045 -5.263 -0.192 0.001
H 1.748 -5.389 -1.427 0.000
H 1.079 -5.046 0.174 0.002
H 0.949 -3.892 -1.026 0.003
H -2.114 -6.139 0.453 0.001
H -2.988 -5.202 -0.736 -0.001
H -1.673 -4.406 0.370 0.000
C -2.235 6.212 -1.524 0.009
S -1.849 4.712 -2.550 -0.013
O -0.375 4.963 -2.870 -0.008
C -1.948 3.427 -1.244 -0.009
H -1.312 6.393 -0.972 0.003
H -3.055 5.953 -0.854 -0.003
H -2.433 7.094 -2.132 0.002
H -1.267 3.498 -0.396 -0.004
H -1.695 2.492 -1.743 0.008
H -2.956 3.329 -0.840 0.008
C -0.314 -2.459 -5.317 0.000
S -0.395 -1.212 -3.950 -0.001
O -1.094 0.022 -4.514 -0.002
C -1.558 -2.206 -2.884 0.003
H 0.183 -3.310 -4.853 0.000
H 0.242 -2.021 -6.146 0.000
H -1.280 -2.915 -5.536 0.000
H -2.570 -2.320 -3.274 0.000
H -1.680 -1.651 -1.954 0.000
H -1.033 -3.122 -2.612 0.000
C 2.858 -4.569 2.512 0.055
S 4.406 -4.594 1.502 -0.014
O 3.953 -5.179 0.168 0.005
C 4.402 -2.754 1.293 0.040
H 2.632 -5.613 2.728 -0.016
H 2.010 -4.101 2.013 0.003
H 3.025 -4.014 3.436 0.023
H 5.236 -2.561 0.618 -0.022
H 4.673 -2.233 2.211 0.020
H 3.396 -2.402 1.065 0.011
C -3.502 -0.110 0.316 0.027
S -4.663 -0.918 -1.008 -0.001
O -4.126 -2.320 -1.357 0.001
C -4.273 0.292 -2.343 0.005
H -3.622 -0.618 1.273 -0.002
H -3.731 0.935 0.521 -0.011
H -2.478 -0.338 0.019 0.019
H -3.239 0.601 -2.195 -0.001
H -4.950 1.147 -2.353 -0.001
H -4.354 -0.283 -3.265 0.000
C 3.677 -0.875 5.615 -1.265
S 2.455 -0.239 4.527 -0.004
O 2.165 -1.310 3.466 0.109
C 3.452 0.961 3.498 -0.051
H 3.240 -1.789 6.015 0.153
H 3.785 -0.140 6.413 0.401
H 4.596 -0.983 5.038 0.184
H 2.843 1.674 2.942 0.204
H 4.000 0.317 2.811 -0.008
H 4.136 1.574 4.085 0.149
```

Strongest force on any atom in hartree/bohr: 0.0918
Net charge: -1
<S²>: 0.75
Highest occupied orbital energy (spin up / spin down) in eV: 0.00 / -6.45
2S+1: 2
LUMO energy (spin up / spin down) in eV: 1.56 / 1.65
Calculated total energy in eV: -159847.5396